--- one ---
Density functional theory data (the ωB97M-V functional and the def2-TZVPD basis) for 2 unconnected molecules or ions with the total composition C6H14N2O2.

## Properties
net charge: 0
Kohn-Sham gap: 10.1 eV
LUMO level: 0.58 eV

```
24
Properties=species:S:1:pos:R:3:nbo_charge:R:1
C -1.076 2.054 -1.009 -0.7362
C 2.383 0.838 -1.812 -0.4300
C -0.040 1.197 -1.746 0.6795
O -0.363 0.169 -2.305 -0.6137
N 1.222 1.697 -1.655 -0.6189
H -1.267 1.977 0.088 0.2371
H 1.424 2.423 -0.976 0.3899
H 3.252 1.434 -2.145 0.2054
H -0.845 3.102 -1.228 0.2210
H -2.027 1.847 -1.524 0.2414
H 2.635 0.299 -0.889 0.1919
H 2.251 0.096 -2.657 0.2339
C -1.734 -2.733 0.733 -0.4147
C 0.480 -0.058 2.240 -0.7007
C -0.187 -1.394 1.938 0.6641
O -0.125 -2.282 2.776 -0.6278
N -1.113 -1.436 0.936 -0.6202
H -1.037 -0.791 0.168 0.4013
H -2.539 -2.615 0.034 0.2019
H 0.583 -0.022 3.302 0.2445
H -0.957 -3.426 0.378 0.1989
H -2.201 -3.065 1.684 0.2217
H 1.451 -0.058 1.764 0.2218
H -0.171 0.749 1.906 0.2076
```



--- two ---
Density functional theory data (the ωB97M-V functional and the def2-TZVPD basis) for 2 unconnected molecules or ions with the total composition C6H14N2O2.

## Properties
net charge: 0
Kohn-Sham gap: 10.3 eV
LUMO level: 0.70 eV

```
24
Properties=species:S:1:pos:R:3:nbo_charge:R:1
C -0.702 0.262 2.218 -0.7307
C 0.732 -2.692 0.316 -0.4275
C 0.369 -0.620 1.662 0.6743
O 1.539 -0.329 1.633 -0.6216
N -0.104 -1.741 1.019 -0.6221
H -0.852 0.036 3.292 0.2420
H -1.087 -1.955 0.934 0.3909
H 1.650 -2.170 0.042 0.2253
H -0.318 1.277 2.282 0.2407
H -1.734 0.187 1.882 0.2245
H 0.936 -3.592 0.902 0.1921
H 0.361 -2.990 -0.659 0.2122
C 1.788 1.041 -1.167 -0.4263
C -1.959 1.385 -1.391 -0.7085
C -0.596 0.859 -1.701 0.6738
O -0.454 -0.085 -2.447 -0.6245
N 0.437 1.560 -1.123 -0.6260
H 0.219 2.243 -0.424 0.3921
H 1.864 -0.033 -1.078 0.2235
H -2.117 0.822 -0.450 0.2230
H 2.328 1.540 -1.989 0.1956
H 2.449 1.516 -0.426 0.2153
H -2.058 2.457 -1.236 0.2205
H -2.690 1.023 -2.093 0.2413
```



--- three ---
Density functional theory data (the ωB97M-V functional and the def2-TZVPD basis) for 2 unconnected molecules or ions with the total composition C6H14N2O2.

## Properties
net charge: 0
Kohn-Sham gap: 10.0 eV
LUMO level: 0.47 eV

```
24
Properties=species:S:1:pos:R:3:nbo_charge:R:1
C -1.235 1.988 0.117 -0.4253
C -0.414 0.112 -3.064 -0.7077
C -0.807 1.274 -2.157 0.6775
O -1.115 2.356 -2.598 -0.6058
N -0.972 0.922 -0.829 -0.6263
H -0.273 0.253 -0.535 0.3819
H -1.625 1.570 1.041 0.2145
H -0.235 -0.803 -2.496 0.1996
H -0.372 2.624 0.306 0.1922
H -2.052 2.622 -0.214 0.2202
H -1.200 0.023 -3.800 0.2449
H 0.538 0.320 -3.563 0.2307
C 2.532 -0.394 1.974 -0.7138
C -0.821 -1.912 0.981 -0.4310
C 1.027 -0.551 1.903 0.6734
O 0.289 0.148 2.570 -0.6196
N 0.550 -1.500 1.048 -0.6355
H 2.710 0.236 2.835 0.2495
H 1.211 -1.944 0.429 0.3919
H -1.047 -2.842 1.524 0.1950
H 3.043 -1.354 2.017 0.2221
H 2.904 0.116 1.085 0.2300
H -1.482 -1.208 1.470 0.2384
H -1.154 -2.056 -0.043 0.2032
```



Short version: three is the most stable of them.



--- one ---
Density functional theory data (the ωB97M-V functional and the def2-TZVPD basis) for 2 unconnected molecules or ions with the total composition C6H14N2O2.

## Properties
net charge: 0
Kohn-Sham gap: 9.8 eV
LUMO level: 0.51 eV

```
24
Properties=species:S:1:pos:R:3:nbo_charge:R:1
C -1.551 -1.291 2.362 -0.7166
C -2.460 0.637 -0.636 -0.4216
C -1.559 -0.906 0.938 0.6507
O -0.910 -1.380 -0.019 -0.6320
N -2.492 0.026 0.613 -0.6074
H -1.820 -0.410 3.084 0.2188
H -2.777 0.642 1.419 0.3895
H -1.442 0.721 -1.036 0.2028
H -2.314 -2.099 2.505 0.2551
H -0.605 -1.688 2.797 0.2520
H -3.122 0.214 -1.450 0.2047
H -2.916 1.653 -0.667 0.2082
C 1.302 0.842 -2.537 -0.4376
C 2.571 -0.050 0.858 -0.7145
C 2.543 0.033 -0.576 0.6537
O 3.508 -0.416 -1.148 -0.6186
N 1.477 0.706 -1.123 -0.6300
H 0.741 0.436 -0.476 0.4004
H 0.164 0.748 -2.730 0.2095
H 1.897 0.540 1.376 0.2044
H 1.566 1.854 -2.944 0.1895
H 2.117 0.315 -3.051 0.2408
H 2.461 -1.184 1.154 0.2440
H 3.622 0.056 1.289 0.2542
```



--- two ---
Density functional theory data (the ωB97M-V functional and the def2-TZVPD basis) for 2 unconnected molecules or ions with the total composition C6H14N2O2.

## Properties
net charge: 0
Kohn-Sham gap: 9.6 eV
LUMO level: 0.55 eV

```
24
Properties=species:S:1:pos:R:3:nbo_charge:R:1
C -2.096 -2.346 0.653 -0.7288
C -2.416 0.700 -1.575 -0.4172
C -1.600 -1.227 -0.243 0.6834
O -0.491 -1.263 -0.633 -0.6326
N -2.617 -0.424 -0.657 -0.6190
H -3.162 -2.354 0.940 0.2053
H -3.558 -0.678 -0.229 0.4091
H -1.567 0.552 -2.150 0.2236
H -2.217 -3.359 0.146 0.2447
H -1.462 -2.388 1.550 0.2392
H -3.314 0.924 -2.236 0.2046
H -2.327 1.647 -1.102 0.1959
C 2.982 0.822 -1.294 -0.4277
C 1.390 0.798 2.280 -0.6881
C 2.372 1.080 1.043 0.6775
O 3.229 1.947 1.156 -0.6589
N 2.181 0.446 -0.112 -0.6319
H 1.351 -0.201 -0.264 0.4345
H 3.062 0.071 -2.083 0.2068
H 1.841 1.398 3.019 0.2384
H 2.689 1.798 -1.638 0.1951
H 3.927 1.132 -1.026 0.2248
H 0.379 1.037 1.802 0.2147
H 1.425 -0.113 2.652 0.2067
```



Short version: two is the most stable of them.



--- one ---
Density functional theory data (the ωB97M-V functional and the def2-TZVPD basis) for 2 unconnected molecules or ions with the total composition C6H14N2O2.

## Properties
net charge: 0
Kohn-Sham gap: 9.8 eV
LUMO level: 0.57 eV

```
24
Properties=species:S:1:pos:R:3:nbo_charge:R:1
C 0.960 2.289 -1.043 -0.4173
C 2.300 -1.235 -0.925 -0.7108
C 2.322 0.287 -1.175 0.6786
O 3.259 0.948 -1.555 -0.6178
N 1.042 0.812 -1.161 -0.6254
H 0.330 0.348 -0.674 0.3948
H 1.868 2.773 -1.236 0.2313
H 2.626 -1.434 0.076 0.2293
H 0.130 2.660 -1.737 0.1835
H 0.612 2.484 -0.070 0.2000
H 1.222 -1.553 -1.159 0.2137
H 2.984 -1.753 -1.660 0.2379
C -3.370 0.608 0.677 -0.7075
C -0.889 -2.246 1.523 -0.4468
C -2.119 -0.135 1.124 0.6713
O -1.060 0.461 1.293 -0.6418
N -2.093 -1.509 1.094 -0.6207
H -4.053 -0.156 0.161 0.2102
H -2.931 -2.055 1.144 0.3977
H -0.869 -3.272 1.346 0.2103
H -3.821 1.067 1.538 0.2469
H -3.054 1.149 -0.244 0.2547
H 0.213 -1.987 1.289 0.2377
H -0.718 -2.068 2.707 0.1903
```



--- two ---
Density functional theory data (the ωB97M-V functional and the def2-TZVPD basis) for 2 unconnected molecules or ions with the total composition C6H14N2O2.

## Properties
net charge: 0
Kohn-Sham gap: 9.8 eV
LUMO level: 0.59 eV

```
24
Properties=species:S:1:pos:R:3:nbo_charge:R:1
C 0.193 -3.374 0.256 -0.4173
C 1.333 -0.285 -1.665 -0.7120
C 1.390 -1.642 -1.047 0.6571
O 2.331 -2.386 -1.291 -0.6343
N 0.318 -2.070 -0.350 -0.6144
H -0.368 -1.434 -0.007 0.4138
H 0.699 -3.329 1.234 0.1886
H 1.396 0.568 -0.971 0.2201
H -0.825 -3.650 0.531 0.2037
H 0.636 -4.186 -0.312 0.2227
H 2.188 -0.183 -2.320 0.2444
H 0.400 -0.001 -2.154 0.2220
C -2.363 1.650 -0.354 -0.7318
C 0.800 2.121 1.572 -0.4370
C -1.373 1.337 0.744 0.6927
O -1.169 0.227 1.188 -0.6365
N -0.495 2.389 1.004 -0.6253
H -3.125 2.310 0.046 0.2356
H -0.689 3.252 0.560 0.3899
H 0.897 2.716 2.488 0.1999
H -1.958 1.968 -1.307 0.2359
H -2.790 0.684 -0.655 0.2421
H 0.897 1.082 1.882 0.2410
H 1.676 2.236 0.928 0.1989
```



Short version: two is the most stable of them.